No. 1
Computed, not measured: a structure of composition C5H6O3 at a distorted geometry, with ωB97M-V/def2-TZVPD.

Its energy above the lowest of the compared OMol25 structures with the same formula, charge and spin is 4.200 eV. The charge is 0. The HOMO-LUMO gap is 0.38934 Eh. As for the HOMO energy: -9.82 eV.

Geometry (Å):
C 0.53 0.41 -1.08
C 0.84 0.60 0.37
C -0.07 -1.17 0.47
C -0.58 0.59 1.06
C -0.58 -0.43 -0.79
H 0.45 1.52 -1.57
H 1.38 -0.14 -1.52
H 1.70 1.34 0.44
H -0.23 -2.40 0.52
H -0.89 1.57 1.54
H -1.43 -0.95 -1.60
O 1.18 -0.72 0.75
O -0.90 -0.70 1.51
O -1.40 0.49 -0.12

=====

No. 2
Computed, not measured: a cluster of 2 separate species, C11H10BN5O5 in total at a distorted geometry, with ωB97M-V/def2-TZVPD.

The charge is 0. The HOMO-LUMO gap is 0.13495 Eh. As for the HOMO energy: -6.62 eV.

Geometry (Å):
H -0.76 0.30 1.35
B -2.66 -1.59 -2.02
N -1.28 -1.71 -2.55
C -1.24 -2.17 -3.83
C -0.06 -2.39 -4.49
C 1.18 -2.10 -3.86
C 1.12 -1.57 -2.55
C -0.11 -1.40 -1.93
H -3.05 -2.45 -1.34
H -3.16 -0.53 -2.13
H -2.23 -2.35 -4.25
H -0.11 -2.79 -5.50
H 2.11 -2.28 -4.39
H 2.05 -1.30 -2.03
H -0.22 -1.01 -0.93
O 3.86 2.82 2.08
N 2.66 3.08 2.13
O 2.22 4.24 1.86
C 1.60 2.10 2.44
C 0.32 2.62 2.40
C -0.82 1.87 2.45
N -2.13 2.36 2.16
O -2.47 3.55 2.08
O -2.92 1.41 1.91
C -0.75 0.36 2.41
C 0.58 -0.17 2.85
N 0.91 -1.48 2.92
O 2.23 -1.46 2.64
N 2.81 -0.08 2.50
C 1.72 0.66 2.65
H 0.21 3.69 2.22
H -1.61 -0.21 2.78